{
  "formula": "C20H19GeO5Pd",
  "method": "the ωB97M-V functional and the def2-TZVPD basis",
  "relative_energy_kj_mol": 30.9,
  "gap_ha": [0.34058, 0.23794],
  "charge": 1,
  "homo_energy_ev": [-12.45, -12.45],
  "spin_multiplicity": 3,
  "symbols": ["C", "H", "C", "H", "C", "C", "H", "H", "C", "C", "C", "Pd", "H", "C", "H", "O", "C", "C", "C", "C", "O", "O", "C", "C", "H", "H", "C", "C", "H", "H", "H", "H", "H", "C", "H", "H", "C", "C", "H", "O", "Ge", "H", "H", "O", "H", "C"],
  "coordinates": [[-1.3290, 3.0991, -0.1290], [1.4276, -0.2476, 5.4581], [0.6171, -0.9039, 3.5918], [2.4152, -1.2746, 0.7209], [2.9064, -0.2112, 3.9006], [3.1866, -0.4777, 2.5698], [-0.3778, -1.0482, 3.9952], [-0.7325, -6.3055, -0.8865], [0.8620, -1.1629, 2.2320], [-1.4240, 2.9736, -3.1550], [-0.3433, -5.3049, -1.0168], [1.0247, 1.0587, 1.3542], [4.1848, -0.3344, 2.1779], [-0.4246, 3.8111, -1.1510], [-0.4623, 1.0330, -2.6218], [-0.9528, 1.8424, 1.9002], [-0.1813, -3.0186, -0.2788], [0.6445, -2.7300, -1.3654], [1.6294, -0.4440, 4.4138], [0.4825, -5.0132, -2.0931], [0.3192, 2.6902, -1.6572], [-0.4036, -0.0199, 0.0391], [-0.7943, 1.9732, -2.1888], [-1.6378, 0.4541, -0.3404], [-2.2124, 3.6659, 0.1660], [0.2520, 4.5374, -0.7165], [-0.5279, 2.7480, 1.1038], [2.1722, -0.9701, 1.7349], [1.0170, -1.7235, -1.5220], [-1.3330, -4.5461, 0.7199], [-2.1889, 4.7376, -2.0536], [-1.8770, -1.7328, 1.8107], [1.6103, -3.5007, -3.1158], [0.9745, -3.7270, -2.2702], [-0.6884, 5.0290, -2.9259], [-2.7763, 1.9038, -1.2508], [-1.2439, 4.2878, -2.3569], [-0.6774, -4.3099, -0.1103], [3.6853, 0.1666, 4.5491], [-2.5720, -0.2938, -0.2490], [-0.5950, -1.6630, 1.0023], [0.7387, -5.7898, -2.8013], [-2.4610, 2.7400, -3.3899], [0.6568, 3.1800, 1.2434], [-0.8573, 2.9941, -4.0834], [-1.7330, 1.8277, -0.9542]],
  "forces_ev_per_a": [[0.0193, 0.0383, 0.0493], [-0.0018, -0.0006, -0.0007], [-0.0075, 0.0042, -0.0103], [0.0057, 0.0058, -0.0035], [0.0284, 0.0106, 0.0089], [-0.0159, -0.0265, -0.0345], [-0.0021, 0.0014, -0.0012], [-0.0002, 0.0000, 0.0001], [0.0259, 0.0042, -0.1308], [0.0076, 0.0017, -0.0052], [0.0027, -0.0024, -0.0042], [-0.1719, -0.0757, 0.5117], [-0.0002, -0.0008, 0.0019], [-0.0087, -0.0260, -0.0037], [0.0004, -0.0007, -0.0029], [0.0602, 0.0502, -0.0398], [-0.0149, 0.0110, 0.0096], [0.0047, 0.0074, -0.0035], [-0.0055, 0.0018, 0.0240], [-0.0019, 0.0073, 0.0038], [-0.0030, 0.0021, -0.0007], [-0.0778, 0.0401, -0.0504], [0.0034, 0.0210, 0.0036], [-0.0021, 0.0121, 0.1226], [-0.0073, -0.0067, 0.0006], [0.0031, 0.0017, 0.0058], [-0.0409, 0.0910, -0.1322], [0.1159, -0.0076, -0.0461], [0.0002, -0.0014, 0.0015], [-0.0002, -0.0007, -0.0010], [0.0012, 0.0027, -0.0027], [0.0076, -0.0155, 0.0094], [0.0000, -0.0004, 0.0002], [-0.0019, -0.0072, -0.0035], [0.0028, -0.0019, 0.0002], [0.0006, -0.0073, 0.0023], [-0.0084, 0.0045, 0.0053], [-0.0031, -0.0043, 0.0049], [0.0012, -0.0001, -0.0024], [0.0412, -0.0011, -0.0539], [0.0296, 0.0057, -0.0196], [0.0003, -0.0004, -0.0003], [-0.0004, -0.0006, 0.0022], [0.0209, -0.1113, -0.1842], [-0.0031, 0.0012, -0.0031], [-0.0041, -0.0269, -0.0273]]
}